A single C4H7ClO2 molecule at a distorted geometry, computed with wB97M-V/def2-TZVPD.

XYZ file:
```
14
C4H7ClO2, DFT wB97M-V/def2-TZVPD
H 2.46 0.03 -0.33
C 0.65 -1.11 0.38
O 0.53 1.60 -0.92
C 0.66 1.09 0.38
C -0.36 0.00 0.74
H 0.70 -1.88 1.18
H 0.86 2.50 -0.96
H 2.14 0.00 1.53
H -0.55 -0.06 1.84
C 1.76 0.00 0.49
Cl -1.90 -0.01 -0.02
H 0.66 1.97 1.04
H 1.40 -1.95 -1.16
O 0.51 -1.63 -0.94
```

Results
SMILES ... O[C@@H]1C[C@H](O)[C@@H]1Cl
Relative energy (zero: lowest compared OMol25 entry of this formula, charge and spin) ... 1.016 eV
Calculated total energy ... -20877.56760 eV

List of Löwdin charges in e, atom by atom:
1 H 0.1144
2 C -0.3608
3 O -0.0300
4 C -0.3850
5 C -0.6694
6 H 0.1418
7 H 0.0969
8 H 0.1216
9 H 0.1171
10 C -0.0466
11 Cl 0.6921
12 H 0.1453
13 H 0.0930
14 O -0.0302